14 unconnected molecules or ions with the total composition C94H113N16O16 in a non-equilibrium geometry, computed with ωB97M-V with the def2-TZVPD basis set.

Output
E_tot ... -5726.87112 hartree
Orbital gap ... 5.115 eV
Net charge ... +7
Multiplicity ... 1

XYZ file:
```
239
Properties=species:S:1:pos:R:3:mulliken_charge:R:1
C -15.406 -4.570 -5.156 -0.832
N -13.908 -4.355 -4.932 0.000
C -13.177 -3.323 -5.428 -0.194
C -11.818 -3.351 -5.383 -0.580
C -11.129 -4.378 -4.808 0.600
C -11.894 -5.371 -4.234 -0.484
C -13.243 -5.334 -4.293 -0.476
C -9.671 -4.452 -4.695 0.726
C -8.951 -5.530 -5.205 -0.832
C -7.627 -5.569 -4.891 -0.149
N -6.985 -4.643 -4.207 0.239
C -7.676 -3.599 -3.679 -0.163
C -9.005 -3.476 -3.953 -0.782
C -5.563 -4.695 -3.974 -1.304
H -15.890 -4.543 -4.225 0.354
H -15.486 -5.526 -5.626 0.410
H -15.780 -3.806 -5.865 0.280
H -13.782 -2.598 -5.990 0.380
H -11.302 -2.474 -5.697 0.501
H -11.405 -6.139 -3.648 0.520
H -13.876 -6.123 -3.847 0.456
H -9.420 -6.349 -5.681 0.538
H -6.981 -6.419 -5.099 0.489
H -7.125 -2.821 -3.104 0.538
H -9.473 -2.710 -3.387 0.479
H -5.367 -5.429 -3.200 0.407
H -5.217 -3.679 -3.746 0.236
H -5.091 -4.943 -4.942 0.521
C 6.603 9.799 -10.455 -0.855
N 6.192 9.281 -9.177 0.026
C 4.924 8.894 -8.956 -0.085
C 4.491 8.414 -7.689 -0.791
C 5.415 8.422 -6.649 0.462
C 6.723 8.713 -6.939 -0.567
C 7.107 9.189 -8.158 -0.417
C 4.925 8.083 -5.318 1.097
C 5.448 6.992 -4.644 -0.852
C 5.010 6.733 -3.373 -0.369
N 4.020 7.458 -2.792 0.223
C 3.397 8.438 -3.474 -0.492
C 3.830 8.764 -4.738 -0.994
C 3.675 7.320 -1.384 0.186
H 7.191 10.766 -10.417 0.341
H 5.741 9.901 -11.040 0.279
H 7.267 9.042 -10.881 0.397
H 4.252 8.938 -9.811 0.377
H 3.526 7.990 -7.589 0.615
H 7.542 8.645 -6.266 0.492
H 8.128 9.499 -8.316 0.459
H 6.200 6.330 -5.121 0.499
H 5.469 5.960 -2.746 0.481
H 2.553 8.942 -2.967 0.663
H 3.333 9.546 -5.217 0.667
H 3.703 6.312 -1.017 -0.516
H 2.647 7.741 -1.273 0.201
H 4.363 7.890 -0.786 0.333
C 14.776 5.738 6.350 -0.864
N 13.744 5.224 5.447 0.055
C 14.008 4.904 4.171 -0.219
C 13.011 4.605 3.208 -0.735
C 11.742 4.571 3.707 0.820
C 11.436 4.812 5.065 -0.533
C 12.457 5.125 5.925 -0.425
C 10.628 4.233 2.757 0.811
C 9.422 4.944 2.816 -0.806
C 8.310 4.547 2.087 -0.174
N 8.522 3.517 1.263 0.155
C 9.714 2.928 1.027 -0.156
C 10.803 3.276 1.736 -0.762
C 7.365 3.010 0.499 -0.920
H 14.334 6.536 6.956 0.416
H 15.533 6.126 5.706 0.300
H 15.134 4.965 7.024 0.338
H 15.056 5.065 3.832 0.339
H 13.211 4.517 2.158 0.542
H 10.436 4.704 5.524 0.456
H 12.302 5.137 6.991 0.494
H 9.268 5.680 3.607 0.489
H 7.299 4.886 2.255 0.561
H 9.661 2.094 0.318 0.406
H 11.802 2.856 1.569 0.493
H 6.663 3.771 0.102 0.265
H 6.840 2.238 1.092 0.340
H 7.768 2.564 -0.423 0.349
C -2.339 -10.526 0.677 -0.905
N -3.335 -9.529 1.226 0.157
C -3.710 -9.720 2.547 -0.689
C -4.208 -8.636 3.180 -0.810
C -4.421 -7.493 2.488 0.842
C -4.182 -7.412 1.144 -0.504
C -3.607 -8.466 0.550 -0.954
C -4.874 -6.299 3.277 0.803
C -4.416 -5.055 3.032 -0.495
C -4.829 -4.003 3.813 -1.153
N -5.672 -4.150 4.854 0.311
C -6.259 -5.406 5.054 -0.713
C -5.868 -6.452 4.253 -0.647
C -6.239 -2.979 5.548 -0.897
H -1.683 -10.067 -0.086 0.315
H -2.898 -11.366 0.252 0.342
H -1.703 -10.847 1.497 0.360
H -3.439 -10.616 3.008 0.473
H -4.303 -8.826 4.236 0.544
H -4.453 -6.589 0.545 1.011
H -3.409 -8.488 -0.516 0.693
H -3.670 -4.891 2.303 0.849
H -4.414 -3.029 3.712 0.751
H -7.001 -5.414 5.775 0.528
H -6.378 -7.370 4.413 0.658
H -6.282 -2.214 4.780 0.339
H -5.604 -2.725 6.378 0.322
H -7.225 -3.219 5.931 0.426
C 5.029 -8.779 10.179 -0.904
N 4.245 -7.617 9.699 0.044
C 4.953 -6.524 9.302 -0.377
C 4.279 -5.422 8.804 -0.662
C 2.892 -5.385 8.801 0.868
C 2.175 -6.507 9.199 -0.562
C 2.902 -7.651 9.618 -0.251
C 2.172 -4.145 8.412 1.012
C 2.706 -3.251 7.498 -0.750
C 2.041 -2.070 7.225 -0.330
N 0.929 -1.748 7.801 0.364
C 0.347 -2.620 8.633 -0.687
C 0.892 -3.852 8.959 -0.891
C 0.326 -0.447 7.566 -0.725
H 5.441 -8.503 11.182 0.368
H 5.867 -8.980 9.505 0.356
H 4.486 -9.693 10.329 0.331
H 6.056 -6.442 9.431 0.407
H 4.878 -4.552 8.611 0.486
H 1.062 -6.567 9.319 0.320
H 2.407 -8.537 9.740 0.449
H 3.613 -3.432 6.909 0.536
H 2.522 -1.324 6.582 0.651
H -0.648 -2.379 8.912 0.712
H 0.440 -4.502 9.722 0.409
H 0.745 0.046 6.671 0.023
H 0.621 0.212 8.391 0.316
H -0.744 -0.586 7.539 0.457
C 0.253 -5.844 -3.408 -0.914
N 0.015 -4.902 -2.336 0.237
C -1.128 -4.182 -2.353 -1.014
C -1.437 -3.234 -1.442 -0.876
C -0.546 -3.080 -0.398 0.587
C 0.707 -3.706 -0.438 -0.753
C 0.947 -4.661 -1.409 -0.444
C -0.887 -2.256 0.772 1.530
C -1.872 -1.230 0.835 -0.433
C -2.138 -0.708 2.049 -1.058
N -1.427 -1.057 3.185 0.885
C -0.583 -2.150 3.174 -0.575
C -0.279 -2.744 1.933 -1.615
C -1.668 -0.379 4.490 -1.218
H -0.564 -6.569 -3.224 0.382
H 1.292 -6.211 -3.281 0.276
H 0.227 -5.321 -4.362 0.332
H -1.720 -4.418 -3.246 0.659
H -2.437 -2.767 -1.371 0.927
H 1.435 -3.519 0.343 0.850
H 1.818 -5.280 -1.539 0.415
H -2.321 -0.922 -0.105 0.749
H -2.904 -0.007 2.251 0.631
H -0.111 -2.411 4.088 0.795
H 0.246 -3.675 1.946 0.490
H -1.270 0.647 4.414 0.349
H -1.077 -0.837 5.300 -0.078
H -2.709 -0.278 4.661 0.630
C -4.404 8.455 -7.820 -0.785
N -3.683 7.517 -6.923 0.049
C -3.896 6.129 -7.049 -0.617
C -3.303 5.203 -6.247 -0.670
C -2.347 5.686 -5.341 1.145
C -2.117 7.054 -5.207 -1.192
C -2.794 7.925 -5.999 -0.115
C -1.457 4.826 -4.494 1.451
C -1.866 3.510 -4.191 -1.133
C -1.126 2.717 -3.337 -0.671
N 0.081 3.158 -2.942 0.215
C 0.514 4.412 -3.163 -0.218
C -0.254 5.295 -3.965 -1.109
C 0.848 2.177 -2.129 -0.760
H -4.187 9.447 -7.429 0.265
H -5.435 8.135 -7.706 0.376
H -4.152 8.263 -8.878 0.326
H -4.612 5.806 -7.738 0.485
H -3.649 4.193 -6.421 0.386
H -1.453 7.461 -4.476 0.635
H -2.632 8.973 -5.980 0.475
H -2.806 3.150 -4.493 0.475
H -1.452 1.692 -3.094 0.638
H 1.584 4.594 -2.976 0.325
H 0.123 6.271 -4.221 1.117
H 0.675 2.169 -1.051 0.312
H 1.901 2.500 -2.239 0.245
H 0.736 1.126 -2.523 0.278
N -0.997 -6.675 0.546 0.857
O -1.447 -5.560 0.800 -0.211
O -1.560 -7.390 -0.304 -0.631
O -0.010 -7.104 1.156 -0.775
N -2.464 -2.665 6.130 0.885
O -1.489 -2.568 6.909 -0.589
O -3.596 -2.269 6.438 -0.668
O -2.308 -3.167 4.974 -0.533
C 2.999 0.866 3.281 -1.224
C 2.387 0.201 4.601 0.633
O 1.228 -0.172 4.505 -0.472
O 3.122 0.141 5.611 -0.819
H 2.806 0.239 2.474 0.304
H 4.069 0.913 3.420 0.343
H 2.539 1.811 2.998 0.275
C 3.398 4.220 -0.018 -1.120
C 4.247 4.104 -1.304 0.760
O 5.507 4.376 -1.134 -0.832
O 3.757 3.830 -2.409 -0.723
H 2.386 4.632 -0.199 0.305
H 3.854 4.872 0.707 0.375
H 3.352 3.195 0.426 0.253
C -2.924 -1.015 -4.652 -1.501
C -2.758 -1.051 -3.106 0.719
O -1.809 -0.376 -2.619 -0.635
O -3.521 -1.894 -2.529 -0.577
H -2.892 -2.020 -5.049 0.269
H -2.048 -0.566 -5.104 0.351
H -3.829 -0.533 -4.922 0.376
C -0.396 9.945 -2.118 -1.617
C 0.278 8.768 -2.921 1.151
O 0.102 8.630 -4.216 -0.812
O 0.846 7.819 -2.328 -0.691
H -1.308 9.560 -1.812 0.428
H -0.612 10.718 -2.809 0.382
H 0.199 10.262 -1.268 0.357
C -7.089 -3.326 -0.014 -0.814
C -6.789 -4.785 -0.528 0.391
O -7.314 -5.011 -1.669 -0.641
O -6.110 -5.589 0.122 -0.642
H -7.658 -3.292 0.877 0.373
H -7.594 -2.716 -0.746 0.236
H -6.136 -2.833 0.225 0.126
```